# C49H101InN5O9

A molecular structure, C49H101InN5O9 (ωB97M-V/def2-TZVPD, OMol25).

Each line ends with the Mulliken spin population.
Cartesian coordinates (Å):
1 In -2.586 -2.810 2.112  -0.003
2 C -4.147 -1.238 -2.271  -0.022
3 C -4.650 -2.422 -1.536  -0.040
4 O -5.268 -3.313 -2.086  0.561
5 O -4.508 -2.458 -0.315  0.464
6 H -3.077 -1.062 -2.154  0.012
7 H -4.793 -0.386 -2.060  0.007
8 H -4.410 -1.360 -3.321  0.020
9 C 0.129 0.786 0.195  -0.001
10 C -0.615 -0.429 0.821  0.008
11 O -0.391 -0.778 2.028  0.000
12 O -1.281 -1.140 0.040  -0.006
13 H 0.088 1.660 0.845  0.000
14 H -0.352 1.163 -0.708  0.000
15 H 1.192 0.601 0.044  0.000
16 C 1.586 -4.034 5.335  0.000
17 C 0.725 -4.504 4.157  0.000
18 C 0.929 -5.963 3.608  0.000
19 C 0.412 -6.950 4.727  0.000
20 C -1.070 -6.860 4.785  0.000
21 C -1.449 -5.461 5.336  0.000
22 N -0.726 -4.408 4.496  0.002
23 O -1.024 -3.227 4.956  0.000
24 C -3.006 -5.298 5.181  0.000
25 C -1.238 -5.425 6.868  0.000
26 C 1.100 -3.533 2.952  0.000
27 H 1.158 -3.161 5.828  0.000
28 H 2.608 -3.889 4.986  0.000
29 H 1.609 -4.736 6.170  0.000
30 H 0.513 -6.106 2.611  0.000
31 H 2.006 -6.104 3.516  0.000
32 H 0.825 -6.620 5.680  0.000
33 H 0.732 -7.986 4.613  0.000
34 H -1.413 -7.702 5.385  0.000
35 H -1.415 -6.973 3.757  0.000
36 H -3.346 -4.272 5.320  0.000
37 H -3.355 -5.584 4.189  0.000
38 H -3.474 -5.923 5.941  0.000
39 H -1.366 -4.461 7.360  0.000
40 H -1.817 -6.124 7.471  0.000
41 H -0.240 -5.777 7.130  0.000
42 H 0.495 -3.675 2.057  0.000
43 H 2.150 -3.625 2.675  0.000
44 H 1.116 -2.507 3.321  0.000
45 H -0.707 -3.129 5.857  0.000
46 C -0.230 2.122 -6.702  0.000
47 C -0.749 1.935 -5.230  0.000
48 C -0.445 0.520 -4.708  0.000
49 C 1.032 0.297 -4.418  0.000
50 C 1.563 1.392 -3.458  0.000
51 C 1.281 2.840 -3.886  0.000
52 N -0.178 2.922 -4.247  0.000
53 O -0.363 4.237 -4.672  0.000
54 C 1.665 3.822 -2.741  0.000
55 C 2.307 3.150 -4.996  0.000
56 C -2.249 2.144 -5.288  0.001
57 H -0.779 1.536 -7.439  0.000
58 H 0.843 1.931 -6.677  0.000
59 H -0.365 3.183 -6.908  0.000
60 H -1.076 0.434 -3.823  0.000
61 H -0.799 -0.192 -5.453  0.000
62 H 1.667 0.146 -5.291  0.000
63 H 1.044 -0.665 -3.906  0.000
64 H 2.643 1.274 -3.377  0.000
65 H 1.162 1.178 -2.468  0.000
66 H 1.754 4.792 -3.231  0.000
67 H 1.017 3.846 -1.865  0.000
68 H 2.699 3.671 -2.428  0.000
69 H 2.572 2.403 -5.745  0.000
70 H 1.815 3.889 -5.629  0.000
71 H 3.270 3.622 -4.802  0.000
72 H -2.360 3.157 -5.677  0.000
73 H -2.684 1.972 -4.304  -0.001
74 H -2.715 1.542 -6.068  0.000
75 H -1.223 4.390 -4.275  0.000
76 C 5.997 1.713 1.262  0.000
77 C 4.497 2.078 1.629  0.000
78 C 3.980 1.094 2.669  0.000
79 C 2.514 1.454 3.032  0.000
80 C 2.368 2.980 3.472  0.000
81 C 3.134 3.994 2.632  0.000
82 N 4.393 3.440 2.144  0.000
83 O 5.162 4.335 1.361  0.000
84 C 2.068 4.621 1.636  0.000
85 C 3.536 5.143 3.667  0.000
86 C 3.773 1.955 0.233  0.000
87 H 6.355 2.194 0.352  0.000
88 H 5.978 0.633 1.111  0.000
89 H 6.641 1.947 2.110  0.000
90 H 3.846 0.071 2.317  0.000
91 H 4.548 1.211 3.592  0.000
92 H 2.244 0.896 3.929  0.000
93 H 1.926 1.094 2.187  0.000
94 H 2.720 3.055 4.501  0.000
95 H 1.300 3.184 3.405  0.000
96 H 2.627 5.384 1.094  0.000
97 H 1.751 3.854 0.929  0.000
98 H 1.139 4.997 2.062  0.000
99 H 2.686 5.650 4.125  0.000
100 H 4.252 4.700 4.359  0.000
101 H 4.184 5.857 3.158  0.000
102 H 4.086 2.720 -0.476  0.000
103 H 2.703 2.159 0.268  0.000
104 H 3.942 0.945 -0.142  0.000
105 H 5.982 4.540 1.816  0.000
106 C -1.420 4.283 0.389  -0.001
107 C -2.732 4.726 -0.380  0.000
108 C -3.137 3.484 -1.363  0.000
109 C -3.808 2.321 -0.560  0.004
110 C -4.986 2.914 0.284  -0.001
111 C -4.666 4.085 1.212  0.000
112 N -3.855 5.079 0.507  0.000
113 O -3.745 6.252 1.280  0.000
114 C -5.919 4.810 1.795  0.000
115 C -3.949 3.506 2.469  0.000
116 C -2.328 5.889 -1.330  0.000
117 H -1.412 3.370 0.984  0.000
118 H -1.256 4.981 1.210  0.000
119 H -0.544 4.276 -0.260  0.001
120 H -3.923 3.819 -2.040  0.000
121 H -2.205 3.209 -1.857  0.000
122 H -3.206 1.861 0.224  0.000
123 H -4.115 1.606 -1.323  -0.003
124 H -5.331 2.052 0.856  0.000
125 H -5.863 3.177 -0.307  0.000
126 H -5.753 5.387 2.705  0.000
127 H -6.221 5.517 1.022  0.000
128 H -6.801 4.178 1.896  0.000
129 H -3.064 4.025 2.836  0.000
130 H -4.626 3.450 3.321  0.000
131 H -3.428 2.556 2.351  0.000
132 H -3.190 6.336 -1.826  0.000
133 H -1.465 5.685 -1.964  0.000
134 H -1.918 6.640 -0.655  0.000
135 H -3.102 5.887 1.893  0.000
136 C -1.659 -3.422 -3.110  0.000
137 C -0.301 -4.140 -2.936  -0.001
138 C 0.484 -3.921 -4.284  0.000
139 C 1.939 -4.131 -4.350  0.000
140 C 2.585 -3.221 -3.237  0.000
141 C 1.891 -3.257 -1.793  0.000
142 N 0.407 -3.237 -1.938  0.000
143 O -0.157 -3.514 -0.697  0.001
144 C 2.415 -4.561 -1.072  0.000
145 C 2.336 -1.985 -1.053  0.000
146 C -0.417 -5.645 -2.664  0.000
147 H -1.727 -2.335 -3.055  0.003
148 H -2.321 -3.894 -2.384  -0.007
149 H -1.951 -3.572 -4.149  0.000
150 H -0.016 -4.399 -5.127  0.000
151 H 0.411 -2.921 -4.711  0.000
152 H 2.331 -3.758 -5.296  0.000
153 H 2.089 -5.200 -4.204  0.000
154 H 2.556 -2.223 -3.675  0.000
155 H 3.578 -3.657 -3.134  0.000
156 H 2.223 -5.533 -1.526  0.000
157 H 3.490 -4.417 -0.961  0.000
158 H 2.006 -4.604 -0.062  0.000
159 H 3.406 -1.986 -0.842  0.000
160 H 1.840 -1.079 -1.399  0.000
161 H 2.010 -2.160 -0.028  0.000
162 H -0.939 -5.939 -1.754  0.000
163 H 0.601 -5.999 -2.497  0.000
164 H -0.868 -6.255 -3.447  0.000
165 H -0.378 -2.585 -0.601  0.000

E_LUMO (spin up / spin down): -0.320 / -3.485 eV
2S+1: 2
expectation value of S²: 0.758
E_HOMO (spin up / spin down): -8.0813 / -8.0813 eV
frontier orbital gap (spin up / spin down): 0.2852 / 0.1689 Eh

# C49H107N5O7

7 unconnected molecules or ions with the total composition C49H107N5O7 (ωB97M-V/def2-TZVPD, OMol25).

Each line ends with the Mulliken charge.
Cartesian coordinates (Å):
1 C 1.028 0.769 0.801  -0.502
2 C 0.343 0.020 -0.352  1.805
3 C 1.052 -1.305 -0.593  -1.044
4 C -1.101 -0.197 0.047  -1.531
5 C -2.060 -0.591 -1.072  -0.496
6 C -1.976 0.430 -2.202  -0.915
7 C -0.544 0.770 -2.641  1.799
8 C -0.137 -0.323 -3.659  -2.238
9 C -0.642 2.108 -3.386  -2.194
10 N 0.370 0.872 -1.522  1.093
11 O 1.666 1.307 -1.882  -0.223
12 H 2.108 0.806 0.664  0.234
13 H 0.678 1.803 0.788  -0.304
14 H 0.803 0.318 1.765  0.058
15 H 2.079 -1.193 -0.964  -0.006
16 H 1.167 -1.864 0.344  0.202
17 H 0.664 -2.039 -1.305  0.243
18 H -1.138 -1.000 0.797  0.210
19 H -1.496 0.629 0.651  0.342
20 H -1.801 -1.598 -1.411  0.406
21 H -3.048 -0.636 -0.611  0.201
22 H -2.434 1.350 -1.811  -0.063
23 H -2.599 0.104 -3.035  0.482
24 H -0.266 -1.334 -3.265  0.303
25 H 0.928 -0.262 -3.900  0.360
26 H -0.736 -0.242 -4.567  0.507
27 H -0.952 2.886 -2.678  0.397
28 H -1.406 2.040 -4.158  0.416
29 H 0.297 2.469 -3.812  0.627
30 H 1.512 2.193 -2.226  0.249
31 C 3.008 -3.534 5.035  -1.943
32 C 1.725 -2.724 4.833  1.735
33 C 2.023 -1.613 3.810  -1.139
34 C 0.692 -3.688 4.231  -1.245
35 C -0.764 -3.338 4.463  -0.365
36 C -0.979 -3.109 5.938  -1.505
37 C -0.089 -2.025 6.534  1.668
38 C -0.597 -0.634 6.104  -1.745
39 C -0.216 -2.142 8.058  -2.046
40 N 1.281 -2.239 6.117  0.554
41 O 2.149 -1.299 6.705  -0.505
42 H 3.282 -4.028 4.101  0.196
43 H 3.860 -2.941 5.374  0.418
44 H 2.872 -4.293 5.810  0.516
45 H 2.444 -2.040 2.900  0.101
46 H 1.132 -1.007 3.641  0.089
47 H 2.843 -0.987 4.171  0.409
48 H 0.947 -3.781 3.169  0.318
49 H 0.892 -4.720 4.551  0.490
50 H -0.953 -2.400 3.932  -0.004
51 H -1.427 -4.113 4.084  0.429
52 H -0.825 -4.041 6.492  0.379
53 H -2.026 -2.846 6.114  0.516
54 H 0.142 0.155 6.241  0.387
55 H -1.514 -0.342 6.620  0.445
56 H -0.805 -0.662 5.030  0.236
57 H 0.397 -2.957 8.449  0.439
58 H -1.241 -2.395 8.343  0.409
59 H 0.007 -1.208 8.574  0.393
60 H 2.595 -1.797 7.398  0.337
61 C 4.580 -7.024 -3.005  -1.985
62 C 4.710 -5.783 -3.894  1.899
63 C 6.065 -5.108 -3.675  -1.824
64 C 4.591 -6.257 -5.338  -1.405
65 C 4.309 -5.160 -6.363  -0.689
66 C 2.983 -4.512 -5.952  -1.279
67 C 3.053 -3.938 -4.529  1.829
68 C 3.892 -2.646 -4.478  -1.629
69 C 1.628 -3.535 -4.149  -1.630
70 N 3.546 -4.933 -3.593  -0.163
71 O 3.627 -4.380 -2.291  -0.083
72 H 5.361 -7.756 -3.230  0.429
73 H 4.722 -6.766 -1.952  0.435
74 H 3.619 -7.513 -3.159  0.433
75 H 6.055 -4.535 -2.749  0.186
76 H 6.864 -5.849 -3.585  0.494
77 H 6.336 -4.506 -4.541  0.409
78 H 5.566 -6.673 -5.636  0.454
79 H 3.934 -7.120 -5.461  0.419
80 H 5.032 -4.347 -6.420  0.307
81 H 4.258 -5.637 -7.343  0.406
82 H 2.131 -5.170 -6.111  0.347
83 H 2.877 -3.604 -6.556  0.480
84 H 4.963 -2.837 -4.555  0.361
85 H 3.761 -2.197 -3.489  0.196
86 H 3.618 -1.869 -5.193  0.425
87 H 1.598 -3.076 -3.161  -0.131
88 H 1.013 -4.442 -4.074  0.496
89 H 1.108 -2.918 -4.881  0.457
90 H 3.311 -5.084 -1.717  0.319
91 C -6.060 3.329 0.922  -2.043
92 C -6.196 2.637 -0.445  1.870
93 C -5.354 3.436 -1.446  -1.074
94 C -5.594 1.259 -0.250  -0.877
95 C -5.968 0.238 -1.305  -0.635
96 C -7.493 0.169 -1.424  -1.515
97 C -8.164 1.535 -1.654  1.683
98 C -8.068 1.939 -3.124  -1.624
99 C -9.644 1.303 -1.303  -1.978
100 N -7.628 2.537 -0.741  0.408
101 O -8.158 3.825 -0.993  -0.537
102 H -5.023 3.255 1.249  0.328
103 H -6.679 2.843 1.682  0.454
104 H -6.445 4.349 0.886  0.482
105 H -4.345 3.564 -1.052  -0.326
106 H -5.769 4.435 -1.571  0.423
107 H -5.245 2.899 -2.390  0.320
108 H -4.497 1.335 -0.337  -0.132
109 H -5.669 0.879 0.773  0.423
110 H -5.583 -0.745 -1.024  0.482
111 H -5.543 0.484 -2.282  0.239
112 H -7.903 -0.333 -0.545  0.380
113 H -7.701 -0.463 -2.290  0.555
114 H -8.343 1.185 -3.860  0.403
115 H -8.758 2.771 -3.315  0.378
116 H -7.107 2.390 -3.382  0.320
117 H -9.986 0.314 -1.616  0.385
118 H -9.820 1.364 -0.228  0.446
119 H -10.294 2.035 -1.789  0.366
120 H -8.741 3.963 -0.240  0.352
121 C -2.559 7.183 0.373  -2.134
122 C -1.591 6.093 0.823  2.100
123 C -2.377 4.803 1.104  -1.158
124 C -0.633 5.820 -0.352  -1.485
125 C 0.636 5.115 0.043  0.557
126 C 1.367 5.898 1.130  -1.498
127 C 0.479 6.054 2.387  1.600
128 C 0.410 4.716 3.144  -1.687
129 C 1.138 7.097 3.284  -2.112
130 N -0.816 6.588 1.961  0.128
131 O -1.654 6.840 3.075  -0.480
132 H -3.157 6.800 -0.461  0.314
133 H -3.283 7.371 1.168  0.396
134 H -2.041 8.084 0.059  0.522
135 H -2.997 4.923 1.997  0.621
136 H -2.890 4.461 0.212  -0.185
137 H -1.716 3.990 1.421  0.128
138 H -1.184 5.253 -1.112  0.318
139 H -0.436 6.755 -0.887  0.408
140 H 0.466 4.104 0.433  -0.531
141 H 1.272 4.910 -0.824  0.499
142 H 1.616 6.905 0.797  0.309
143 H 2.200 5.266 1.442  0.522
144 H -0.002 3.917 2.527  0.319
145 H -0.161 4.787 4.070  0.407
146 H 1.421 4.381 3.385  0.449
147 H 2.169 6.837 3.522  0.382
148 H 0.558 7.230 4.198  0.381
149 H 1.119 8.068 2.787  0.486
150 H -1.809 5.969 3.469  0.357
151 C 5.742 -4.158 1.104  -1.400
152 C 4.331 -3.602 1.107  1.145
153 O 4.265 -2.219 1.355  -0.456
154 H 5.695 -5.255 1.040  0.398
155 H 6.300 -3.925 2.007  0.364
156 H 6.280 -3.924 0.182  0.243
157 H 3.754 -4.189 1.830  0.180
158 H 3.869 -3.815 0.137  -0.585
159 H 4.135 -1.741 0.530  0.260
160 C 6.416 0.653 -1.736  -1.065
161 C 5.171 1.202 -1.094  -0.176
162 O 4.383 0.092 -0.653  -0.455
163 H 7.138 0.334 -0.978  0.287
164 H 6.987 1.396 -2.296  0.360
165 H 6.139 -0.189 -2.364  0.157
166 H 4.584 1.754 -1.843  0.137
167 H 5.261 1.926 -0.278  0.347
168 H 3.456 0.352 -0.680  0.028

E_LUMO: 0.454 eV
2S+1: 1
E_HOMO: -7.9108 eV
SMILES: CC1(C)CCCC(C)(C)N1O.CC1(C)CCCC(C)(C)N1O.CC1(C)CCCC(C)(C)N1O.CC1(C)CCCC(C)(C)N1O.CC1(C)CCCC(C)(C)N1O.CCO.CCO
frontier orbital gap: 0.3074 Eh
energy relative to the best compared isomer or geometry (same formula, charge and spin): 0.8610 eV

The following electronic energy values (in Ha) correspond, in order, to the records above: -3068.26518, -2731.40216.
The following maximum force values (in hartree/bohr) correspond, in order, to the records above: 0.0900, 0.0415.